# 1
This record from the Open Molecules 2025 dataset describes an isolated ion of composition C4H6NO and charge +1 in a non-equilibrium geometry. The level of theory is the ωB97M-V functional and the def2-TZVPD basis.

Structure (XYZ):
```
12
Properties=species:S:1:pos:R:3:forces:R:3:mulliken_charge:R:1
C 1.66568 0.20615 0.00945 1.31 3.27 1.69 -0.663
N 0.20851 0.12444 -0.04667 -0.90 0.72 -0.20 0.120
C -0.47408 -1.04714 -0.01016 -0.72 -0.66 -0.72 -0.054
C -1.82723 -0.77760 -0.00733 3.78 0.35 0.62 -0.300
O -1.95635 0.55340 0.01562 2.50 1.41 0.10 -0.238
C -0.66356 1.11133 -0.00176 -3.03 -1.00 -1.20 0.047
H 1.93497 1.12232 -0.62539 -0.01 -1.48 0.99 0.269
H 1.84994 0.45867 1.12324 0.12 -0.22 -1.85 0.344
H 2.33831 -0.64197 -0.20005 -1.29 -0.07 -0.45 0.303
H 0.20296 -1.85437 -0.18662 -0.65 -1.12 0.40 0.375
H -2.59898 -1.40825 0.26302 -1.78 -0.89 -0.10 0.430
H -0.68018 2.15302 -0.33334 0.68 -0.31 0.71 0.367
```
Positions in Å, forces in eV/Å.

Computed properties:
Multiplicity: 1
E_HOMO (eV): -15.19
Calculated total energy (eV): -7774.239
Net charge: +1
M (g/mol): 84.1


# 2
This record from the Open Molecules 2025 dataset describes C6H14N2 as an isolated structure in a non-equilibrium geometry. The level of theory is the ωB97M-V functional and the def2-TZVPD basis.

Structure (XYZ):
```
22
Properties=species:S:1:pos:R:3:forces:R:3:mulliken_charge:R:1
C -0.67108 0.24628 -1.80062 -0.15 0.00 0.01 -1.045
C -0.39795 -1.80902 -0.53672 -0.07 -0.01 0.02 -1.060
C 2.03749 0.10178 -0.22310 -0.08 -0.08 -0.09 -1.339
C -1.95512 0.11888 0.67201 0.53 -0.08 -1.22 -0.860
N -0.44149 -0.34344 -0.47620 -0.85 0.33 0.91 0.277
C 0.63549 0.27008 0.29002 0.30 0.17 0.30 0.615
C 0.17552 0.88642 1.38438 -0.09 -0.14 0.18 -0.700
N 0.95312 1.44892 2.36637 0.38 0.11 -0.12 -0.424
H 0.51732 2.14800 2.94430 0.04 -0.11 -0.05 0.222
H 1.94355 1.62523 2.20936 -0.09 0.01 0.01 0.178
H -0.70890 1.32885 -1.69300 0.02 -0.04 0.02 0.340
H 0.12311 -0.02006 -2.50479 0.00 -0.02 0.12 0.365
H -1.61924 -0.11468 -2.20597 0.03 -0.01 0.02 0.387
H -0.25253 -2.19273 0.47176 0.00 0.05 -0.02 0.353
H -1.33640 -2.19175 -0.94624 0.03 0.04 0.02 0.395
H 0.42088 -2.15806 -1.17381 -0.03 0.10 0.03 0.364
H 2.72465 0.71802 0.36359 -0.07 -0.02 -0.02 0.369
H 2.40513 -0.93037 -0.15472 0.01 0.04 -0.01 0.226
H 2.15004 0.41436 -1.26868 0.03 -0.01 0.04 0.257
H -2.01438 -0.35594 1.63945 0.26 0.06 -0.03 0.312
H -2.09962 1.19300 0.70227 -0.08 -0.35 0.00 0.332
H -2.58958 -0.38376 -0.05965 -0.10 -0.04 -0.10 0.437
```
Positions in Å, forces in eV/Å.

Computed properties:
Multiplicity: 1
E_HOMO (eV): -6.53
Calculated total energy (eV): -9424.283
Net charge: 0
M (g/mol): 114.2


# 3
This record from the Open Molecules 2025 dataset describes a 11-piece molecular cluster, C22H66O11S11 overall in a non-equilibrium geometry. The level of theory is the ωB97M-V functional and the def2-TZVPD basis.

Structure (XYZ):
```
110
Properties=species:S:1:pos:R:3:forces:R:3:mulliken_charge:R:1
C -2.40325 -25.96921 -15.53732 2.24 0.72 0.55 1.374
S -1.85774 -25.38169 -13.86266 -0.41 -3.86 -0.11 1.014
O -1.46030 -26.73605 -13.25307 -0.30 1.44 0.26 -0.760
C -0.34983 -24.62608 -14.25793 0.92 1.76 2.56 -1.312
H -2.86721 -25.09855 -15.88669 -0.44 1.20 -1.40 -0.808
H -3.18460 -26.63040 -15.32863 -1.03 -1.35 0.45 -0.668
H -1.61183 -26.42791 -16.20876 -0.79 0.84 1.00 0.135
H -0.40388 -23.93689 -14.98819 -1.34 2.54 -3.18 0.861
H 0.27742 -25.30700 -14.74840 1.58 -1.33 0.41 -0.072
H 0.01956 -23.84606 -13.46755 -0.14 -2.45 -0.66 0.288
C 1.92754 -23.04405 -17.47303 0.56 -0.80 -0.90 -0.344
S 2.25479 -21.32470 -18.12100 -0.20 -1.74 -3.90 0.419
O 1.73241 -21.37033 -19.64540 0.90 0.22 3.96 -0.637
C 1.14564 -20.22079 -17.25490 0.05 -7.88 4.14 -0.458
H 2.40470 -23.28031 -16.48783 0.05 0.37 -1.10 0.297
H 2.17317 -23.76697 -18.33891 0.69 1.38 1.36 0.341
H 0.91116 -23.35459 -17.40996 -1.43 0.63 0.33 -0.156
H 1.40836 -19.40691 -17.61607 1.75 7.83 -3.50 0.500
H 1.52208 -20.24192 -16.19901 -0.98 -0.14 -0.61 0.316
H 0.19384 -20.59550 -17.49654 -1.37 0.19 0.37 -0.167
C -5.31126 -30.83742 -15.70902 -3.66 -2.55 0.18 -1.120
S -4.71501 -29.88115 -14.33229 0.04 -2.89 1.78 0.681
O -4.73184 -30.90805 -13.17590 0.20 1.77 -1.49 -0.726
C -3.02687 -29.74218 -15.00195 -2.66 0.93 -2.59 -0.622
H -6.42353 -31.44860 -15.57293 3.10 2.32 0.08 0.230
H -4.67243 -31.64505 -15.97412 0.99 -0.81 0.46 0.443
H -5.33987 -30.29493 -16.60547 -0.46 1.34 -1.14 0.389
H -3.21362 -29.33693 -16.05572 0.43 -0.13 1.37 0.049
H -2.46841 -30.61843 -15.14379 0.56 -1.43 0.45 0.725
H -2.63444 -29.00629 -14.39201 1.53 1.40 1.11 -0.138
C -0.44214 -25.74938 -9.32834 1.11 3.40 -2.59 -0.943
S 1.28162 -26.08651 -9.54950 -0.31 0.14 -0.74 0.416
O 1.31306 -27.56213 -9.41939 0.61 -0.15 -0.22 -0.607
C 1.32490 -25.64780 -11.33784 1.17 0.44 0.21 -0.544
H -0.70626 -24.71786 -9.65405 0.41 -0.30 0.50 0.240
H -0.67715 -25.90152 -8.37436 -0.79 -0.37 4.17 0.603
H -1.07709 -26.34665 -9.86111 -1.11 -2.14 -1.83 0.184
H 2.33049 -25.79767 -11.73430 0.31 0.19 0.41 0.339
H 1.00901 -24.63392 -11.62982 0.03 -0.27 0.70 0.188
H 0.75473 -26.35808 -11.85777 -1.35 -1.04 -0.55 0.100
C 1.05154 -30.24850 -16.62579 -5.55 1.50 -1.22 -0.871
S 1.30936 -29.79662 -14.96764 3.27 0.00 -0.43 0.360
O 2.85389 -29.69900 -14.98875 -1.91 0.15 0.69 -0.622
C 0.62972 -28.17757 -15.19054 0.81 0.99 -0.23 0.592
H -0.10025 -30.16280 -16.96613 1.98 0.38 1.29 0.060
H 1.12158 -31.19640 -16.97204 1.41 -3.38 -0.05 0.624
H 1.46578 -29.59608 -17.32909 1.25 1.22 -0.63 0.275
H 1.04766 -27.56427 -16.00305 -0.31 -0.89 -0.41 0.172
H 0.75942 -27.52415 -14.36810 0.52 0.06 1.56 -0.179
H -0.41508 -28.30343 -15.18453 -1.44 -0.12 -0.64 -0.388
C -1.86779 -21.91719 -18.30461 -5.07 3.58 -3.87 -0.569
S -2.51337 -23.38939 -18.90629 -0.03 -1.08 -2.10 0.282
O -1.53943 -24.33794 -18.33249 0.42 -0.95 0.35 -0.430
C -4.00300 -23.47531 -17.95345 -2.53 0.90 -2.79 -0.716
H -0.99148 -21.62254 -18.66049 3.97 0.42 -1.76 0.360
H -1.90253 -22.22357 -17.39730 0.51 -0.76 6.72 -0.135
H -2.57159 -21.03466 -18.51056 0.70 -1.25 0.53 0.319
H -4.62213 -24.20395 -18.58943 1.05 -0.18 1.85 0.329
H -4.65039 -22.61098 -18.43127 1.34 -0.68 1.86 0.541
H -3.87969 -23.59699 -16.85479 -0.50 0.18 -0.89 -0.125
C -5.77931 -26.07681 -8.21506 -1.89 -0.46 1.72 -0.877
S -4.08235 -25.95086 -8.73125 1.58 -3.17 0.86 0.550
O -3.44793 -27.31176 -8.34947 -0.80 2.53 -0.57 -0.613
C -4.30226 -26.03539 -10.48445 0.63 -2.75 -2.15 -0.323
H -5.67536 -25.99107 -6.98453 -0.69 -0.29 -3.38 0.270
H -6.49025 -26.97865 -8.57530 2.30 1.57 0.94 0.265
H -6.26907 -25.19416 -8.66827 0.09 -0.01 0.74 0.344
H -4.91217 -27.03895 -10.67090 1.54 1.98 0.18 0.204
H -3.31897 -26.00312 -11.14506 -1.71 -0.50 1.81 -0.130
H -4.85886 -25.22071 -10.85865 -0.96 1.12 -0.21 0.304
C -6.76836 -26.78555 -13.05705 -1.57 -0.02 -6.15 -1.685
S -5.71048 -26.03581 -14.38727 1.32 -2.58 -0.62 1.133
O -5.49687 -27.15486 -15.44980 -0.70 2.00 1.37 -0.677
C -6.91841 -24.90115 -15.02024 3.61 0.72 -2.20 -1.472
H -6.22508 -27.45751 -12.56643 2.30 -3.33 1.47 0.382
H -7.63603 -27.21729 -13.66117 0.97 0.47 1.34 0.405
H -6.95939 -26.08614 -12.37385 -1.48 3.19 2.45 0.626
H -7.78537 -25.28872 -14.73847 -4.37 -2.40 -0.55 0.733
H -6.62583 -24.71318 -16.14887 -1.09 0.01 2.61 0.193
H -6.97316 -24.14790 -14.27449 1.02 1.96 0.01 0.377
C -3.59780 -27.39556 -18.84066 1.08 -0.13 1.73 -0.662
S -1.81432 -27.43230 -18.96843 0.94 -0.53 -1.39 0.569
O -1.32179 -28.72160 -18.34500 -0.77 0.80 -0.62 -0.593
C -1.79538 -27.67524 -20.86096 3.17 1.28 0.96 -1.110
H -3.92453 -28.28832 -19.31035 -0.79 -0.65 -0.55 0.566
H -3.93938 -26.46193 -19.27111 -0.31 -0.02 0.06 0.285
H -3.72264 -27.49490 -17.73574 -0.54 0.43 -0.79 -0.215
H -2.27870 -26.88509 -21.43065 0.03 0.44 0.39 0.382
H -2.28923 -28.56951 -21.11509 -0.25 -1.43 -0.09 0.408
H -0.63396 -27.66014 -21.11557 -2.60 -0.32 0.36 0.268
C -3.55773 -21.08713 -13.90379 0.62 3.08 0.51 -0.975
S -4.06805 -22.22986 -12.66855 2.03 -0.37 -0.97 0.206
O -3.93393 -23.45628 -13.50460 -2.09 -1.15 -0.20 -0.151
C -2.45014 -22.43516 -11.92426 1.95 3.84 -4.04 -0.354
H -2.67307 -21.25798 -14.51197 0.05 -1.17 0.27 0.161
H -3.33218 -20.08784 -13.49755 -0.24 -0.14 0.38 0.416
H -4.37768 -20.89498 -14.54217 -1.05 -0.15 -0.81 0.412
H -1.89849 -22.85096 -12.81108 -0.49 0.39 0.99 -0.268
H -2.47679 -23.09831 -11.22256 -0.60 -4.42 4.12 0.183
H -1.83608 -21.63856 -11.50140 -0.58 0.68 -0.20 0.497
C 6.16770 -27.02218 -14.91707 -1.31 -1.02 5.29 -1.311
S 4.41794 -26.86804 -14.10881 1.02 1.02 1.51 0.640
O 4.43549 -25.69110 -13.12129 0.42 -1.29 -0.89 -0.711
C 3.49610 -26.10887 -15.44815 0.74 1.57 -0.98 -0.572
H 6.99409 -27.37279 -14.24837 -1.27 -0.44 -0.72 0.306
H 6.35914 -26.08005 -15.11956 1.10 5.04 -0.63 0.486
H 5.96321 -27.37850 -15.81435 -0.37 -2.91 -3.90 0.490
H 2.72924 -25.47648 -14.88180 0.52 -1.52 -0.95 -0.217
H 3.22302 -26.87019 -16.20975 -0.46 0.60 0.68 0.355
H 4.11557 -25.30601 -15.97039 -0.41 -1.06 0.65 0.564
```
Positions in Å, forces in eV/Å.

Computed properties:
Multiplicity: 1
E_HOMO (eV): -8.22
Calculated total energy (eV): -165573.504
Net charge: 0
M (g/mol): 859.5